# 1
This record from the Open Molecules 2025 dataset describes a 13-piece molecular cluster, H26O13 overall in a non-equilibrium geometry. The level of theory is wB97M-V/def2-TZVPD.

```
! wB97M-V def2-TZVPD RIJCOSX def2/J DEFGRID3
* xyz 0 1
H 1.59459 0.67588 0.60999
H 1.59933 -3.14169 0.13353
H -0.19895 -2.41195 -1.90536
H 4.01145 -0.93087 -1.38217
O -0.78870 0.54151 3.01835
O 2.33326 1.26435 0.69763
H 0.16168 3.01415 -1.85393
O 0.19570 -0.05750 -0.05870
H -0.81373 -0.49608 -4.98453
O -0.69160 2.54765 -1.65054
H -3.02596 1.55780 1.15142
O 3.09056 -0.95701 -1.13364
H -1.20811 -2.85687 1.69307
H 1.09074 -2.10453 -2.69056
H 0.45379 -0.60311 2.60326
O 0.05096 -0.25115 -4.57532
H 2.17755 1.65482 1.55928
O -1.35581 -2.32284 0.91790
O -0.48348 2.62697 0.98985
H -0.42010 2.55951 0.08687
O 2.16256 -2.74623 0.80750
O -2.70905 -0.06164 0.50513
H 2.55535 -2.03044 0.31763
H -0.63568 -1.76484 0.91758
H -0.90179 2.38345 -2.55154
H 1.41805 -1.73734 2.10957
H -1.34297 1.11876 3.53815
O -3.44299 2.23713 1.67572
H -0.69742 1.14417 2.24982
H -2.98689 3.09797 1.51865
H -2.91993 -0.25505 -0.39126
H 0.07517 3.36094 1.23559
O 1.02174 -1.32152 2.87943
H -2.26573 -0.89426 0.71120
H -0.03227 -0.63847 -3.68686
O 0.41228 -1.74081 -2.16397
H -0.56307 0.53042 -0.20032
H 0.32322 -0.55753 -0.87620
H 2.75625 -0.43376 -1.82223
*
```

HOMO level (Eh): -0.3598
E_LUMO (eV): -0.4634
Frontier orbital gap (eV): 9.328
Energy relative to the best compared isomer or geometry (same formula, charge and spin) (eV): 2.103



# 2
This record from the Open Molecules 2025 dataset describes a 2-piece molecular cluster, C3H11NO overall in a non-equilibrium geometry. The level of theory is wB97M-V/def2-TZVPD.

```
! wB97M-V def2-TZVPD RIJCOSX def2/J DEFGRID3
* xyz 0 1
H -0.41431 -0.29331 2.09642
H 0.39797 -2.06910 -0.73078
H -0.88906 -1.92303 0.34743
H -1.87344 2.13280 1.77577
C -0.33947 -1.40266 -0.34432
H 0.22798 1.42958 1.71325
H 3.27106 0.25717 -1.82973
H -0.72889 -1.02586 -1.29746
C -0.48342 0.58529 1.43325
H 1.92863 0.17017 -2.82834
H -2.64177 0.48273 1.65232
O 0.00786 -0.03071 0.07412
N 2.41376 -0.24085 -2.01863
H 1.75263 -0.46700 -1.31271
H -2.01854 1.33454 0.06374
C -1.83902 1.13452 1.22566
*
```

HOMO level (Eh): -0.3352
E_LUMO (eV): 1.0246
Frontier orbital gap (eV): 10.146
Energy relative to the best compared isomer or geometry (same formula, charge and spin) (eV): 2.631



# 3
This record from the Open Molecules 2025 dataset describes C5H12O in the gas phase. The level of theory is wB97M-V/def2-TZVPD.

```
! wB97M-V def2-TZVPD RIJCOSX def2/J DEFGRID3
* xyz 0 1
H -1.64047 -0.80050 1.34803
H -3.00350 -0.32460 0.32731
C -2.01910 -0.80609 0.31684
C -1.05110 -0.07899 -0.62116
H -0.23183 -0.75627 -0.87122
H 1.08906 -1.65795 0.21725
H -1.53604 0.13901 -1.58153
H -2.15510 -1.85187 0.01995
C -0.45850 1.20259 -0.00663
C 1.95593 -0.98144 0.24370
C 1.06463 1.25042 -0.06375
H 1.41580 2.22108 0.30649
H 2.69322 -1.42918 0.91069
O 1.68381 0.29212 0.77218
H -0.86259 2.09704 -0.49667
H -0.74147 1.27504 1.05092
H 1.41716 1.13996 -1.10167
H 2.38013 -0.93037 -0.77073
*
```

HOMO level (Eh): -0.3526
E_LUMO (eV): 1.1439
Frontier orbital gap (eV): 10.739
Energy relative to the best compared isomer or geometry (same formula, charge and spin) (eV): 0.972